1.
Here is a structure of composition C34H28N3O at a distorted geometry from OMol25. Energies are from wB97M-V/def2-TZVPD.

Geometry as XYZ:
```
66
Properties=species:S:1:pos:R:3
C 5.27 -2.19 -1.61
C 4.84 -0.87 -1.34
C 3.45 -0.65 -1.22
C 2.53 -1.68 -1.22
N 1.19 -1.45 -0.94
C 0.45 -0.34 -0.63
N -0.85 -0.80 -0.92
C -2.03 -0.07 -1.36
C -2.03 1.25 -0.95
C -3.20 2.03 -1.06
C -4.29 1.49 -1.73
C -4.26 0.20 -2.24
C -3.10 -0.58 -2.10
C -0.77 -2.23 -1.17
C -1.87 -3.25 -1.22
C -1.64 -4.42 -1.97
C -2.56 -5.45 -1.98
C -3.74 -5.38 -1.24
C -3.97 -4.23 -0.46
C -3.06 -3.19 -0.44
N 0.46 -2.58 -1.24
C 2.97 -2.97 -1.55
C 4.34 -3.22 -1.71
H 6.34 -2.37 -1.74
H 5.55 -0.03 -1.22
H 3.03 0.32 -1.04
H -1.14 1.59 -0.45
H -3.21 3.04 -0.62
H -5.18 2.09 -1.87
H -5.11 -0.24 -2.75
H -3.04 -1.60 -2.51
H -0.72 -4.51 -2.54
H -2.38 -6.34 -2.56
H -4.47 -6.20 -1.24
H -4.88 -4.17 0.12
H -3.26 -2.31 0.19
H 2.23 -3.76 -1.65
H 4.69 -4.27 -1.91
C -3.52 3.39 4.13
O -2.93 4.00 2.93
C -1.80 3.42 2.40
C -1.22 4.03 1.25
C -0.22 3.42 0.57
C 0.22 2.11 0.93
C 1.24 1.28 0.09
C 2.58 1.56 0.75
C 3.70 2.06 -0.02
C 5.00 2.11 0.50
C 5.26 1.89 1.84
C 4.16 1.72 2.67
C 2.83 1.61 2.16
C -0.23 1.59 2.15
C -1.23 2.22 2.86
H -4.41 3.99 4.34
H -3.79 2.34 3.95
H -2.81 3.44 4.98
H -1.64 5.00 0.93
H 0.26 3.97 -0.27
H 1.27 1.75 -1.03
H 3.56 2.43 -1.05
H 5.84 2.32 -0.18
H 6.29 1.83 2.22
H 4.32 1.67 3.75
H 2.03 1.71 2.88
H 0.26 0.73 2.59
H -1.63 1.77 3.78
```

Summary:
Strongest force on any atom ... 4.60 eV Å⁻¹
Charge ... +1
Relative energy (zero: lowest compared OMol25 entry of this formula, charge and spin) ... 0.6693 eV
Kohn-Sham gap ... 7.3368 eV

***

2.
Here is a structure of composition C34H28N4NdO3PS3 at a distorted geometry from OMol25. Energies are from wB97M-V/def2-TZVPD.

Geometry as XYZ:
```
74
Properties=species:S:1:pos:R:3
Nd 0.71 -0.62 -0.08
C 1.02 -5.96 -1.16
O 1.56 -5.41 0.03
C 2.75 -4.74 -0.20
C 3.93 -5.44 -0.30
C 5.13 -4.78 -0.57
C 5.11 -3.41 -0.76
C 3.92 -2.68 -0.65
C 3.97 -1.26 -0.95
N 2.96 -0.48 -0.86
N 3.17 0.84 -1.24
C 2.07 1.44 -1.59
O 0.89 0.87 -1.69
C 2.14 2.89 -1.90
C 3.33 3.60 -1.75
C 3.37 4.96 -2.01
C 2.22 5.62 -2.43
C 1.04 4.92 -2.59
C 1.00 3.55 -2.32
C 2.71 -3.33 -0.33
O 1.58 -2.69 -0.19
H 1.72 -6.65 -1.63
H 0.75 -5.17 -1.87
H 0.12 -6.51 -0.87
H 3.91 -6.51 -0.17
H 6.06 -5.33 -0.64
H 6.03 -2.88 -0.99
H 4.91 -0.84 -1.30
H 4.22 3.07 -1.41
H 4.29 5.50 -1.89
H 2.25 6.68 -2.64
H 0.14 5.43 -2.92
H 0.08 2.99 -2.44
S -0.70 -1.18 2.43
P -0.48 0.82 2.43
S 1.32 1.42 1.78
C -1.77 1.53 1.38
C -1.47 2.38 0.32
C -2.48 2.86 -0.49
C -3.80 2.48 -0.27
C -4.10 1.63 0.79
C -3.10 1.15 1.61
C -0.82 1.48 4.09
C -0.82 2.87 4.25
C -1.09 3.42 5.49
C -1.36 2.58 6.58
C -1.35 1.21 6.42
C -1.08 0.65 5.17
H -0.44 2.68 0.15
H -2.24 3.53 -1.31
H -4.59 2.85 -0.91
H -5.13 1.34 0.97
H -3.34 0.48 2.43
H -0.61 3.51 3.41
H -1.10 4.49 5.62
H -1.57 3.01 7.55
H -1.55 0.56 7.26
H -1.07 -0.42 5.04
N -1.01 -3.78 0.23
C -1.73 -2.98 -0.56
N -1.35 -1.80 -0.99
C -2.32 -1.23 -1.80
C -2.21 0.00 -2.44
C -3.28 0.46 -3.20
C -4.44 -0.29 -3.33
C -4.56 -1.53 -2.71
C -3.49 -1.98 -1.95
S -3.33 -3.48 -1.08
H 0.00 -3.65 0.26
H -1.38 -4.68 0.47
H -1.30 0.59 -2.35
H -3.20 1.41 -3.70
H -5.26 0.08 -3.93
H -5.46 -2.12 -2.81
```

Summary:
Strongest force on any atom ... 1.50 eV Å⁻¹
Multiplicity ... 4
Charge ... 0
Relative energy (zero: lowest compared OMol25 entry of this formula, charge and spin) ... 0.0000 eV
Kohn-Sham gap (spin up / spin down) ... 8.0848 / 8.0819 eV